Entry 1:
Computed, not measured: a cluster of 5 separate species, C35H53BBrNO8S4 in total in a non-equilibrium geometry, with ωB97M-V/def2-TZVPD.

Lowest unoccupied orbital energy   0.39 eV
Maximum force   0.02824 Eh/bohr
E   -169085.6056 eV
HOMO level   -0.30911 hartree
Orbital gap   8.799 eV
Net charge   0

Positions of all 103 atoms, in Å:
Br1 3.8760 -1.9534 -1.8816
S1 0.9016 -2.8434 -5.6574
S2 1.5077 -4.9656 0.5916
S3 2.3962 -1.3684 -8.5058
S4 -3.5150 1.6346 6.1875
O1 -3.5893 -0.2663 0.7838
O2 3.2361 -2.5542 -8.1831
O3 -2.5597 0.3687 -1.2879
O4 0.5631 -4.7775 1.7259
O5 -0.5596 2.6580 -0.6912
O6 0.4389 0.6854 -0.5402
O7 -3.2344 1.5897 4.7288
O8 0.0063 -2.7023 -4.4750
N1 0.0790 0.0972 5.0762
C1 -1.3791 1.0039 0.9082
C2 -2.0168 2.2286 6.9781
C3 -1.8824 1.9476 1.9985
C4 -0.1458 -3.2089 -7.0701
C5 -4.4936 3.1130 6.4799
C6 2.7344 4.4642 3.9989
C7 2.0608 0.2616 1.2815
C8 -0.8986 -2.0597 4.6214
C9 -0.4874 -0.5919 2.8178
C10 2.5262 2.5131 0.1875
C11 1.6562 -4.4665 -5.5668
C12 2.3122 1.7552 1.3415
C13 2.8740 -0.8112 -10.1455
C14 2.1965 -1.0573 -2.2791
C15 -3.9830 4.7565 0.5597
C16 2.6381 3.7929 2.6514
C17 -0.0104 0.3050 3.7632
C18 -4.3588 2.4553 2.0594
C19 -0.4953 1.5997 -0.1697
C20 0.7917 -0.1826 0.5421
C21 -0.9510 -1.8198 3.2573
C22 3.0820 0.0319 -7.6184
C23 2.8198 4.5303 1.4853
C24 1.0113 -1.6836 -1.5757
C25 -2.8821 3.9715 0.8846
C26 2.2114 -6.6117 0.7520
C27 2.7677 3.8772 0.2556
C28 -5.2628 4.3869 0.9582
C29 1.0565 -1.5984 -0.0504
C30 -3.0735 2.8090 1.6366
C31 -0.3755 -1.1010 5.4587
C32 -5.4575 3.2361 1.7167
C33 2.3758 2.4258 2.5637
C34 -0.5240 -0.2417 1.3534
C35 0.5151 -5.3474 -0.8588
B1 -2.5880 0.3582 0.0870
H1 -6.4370 2.9216 2.0450
H2 0.0833 -1.3244 -2.0086
H3 -4.6170 3.2581 7.5532
H4 -3.4307 0.3663 -1.6934
H5 2.9451 -0.1827 0.8305
H6 -1.2516 1.4628 6.8605
H7 0.4801 -3.4449 -7.9292
H8 2.3247 -4.4758 -4.7076
H9 2.2274 -4.6430 -6.4781
H10 -3.9982 3.9739 6.0305
H11 1.4109 -7.3435 0.8616
H12 -2.2095 2.3987 8.0377
H13 -0.0584 -4.4615 -1.1211
H14 0.3144 1.2731 3.4118
H15 2.0064 -1.0718 -3.3466
H16 -0.1631 -6.1695 -0.6282
H17 -0.7438 -2.3252 -7.2824
H18 2.0271 -1.9814 0.2509
H19 -3.8427 5.6577 -0.0207
H20 2.5617 0.9409 -7.9201
H21 -1.0666 2.5629 2.3763
H22 2.2446 1.8873 3.4944
H23 -2.1994 1.3339 2.8332
H24 0.3401 -2.3250 0.3278
H25 2.3584 5.4803 3.9774
H26 2.8143 -6.8329 -0.1286
H27 -0.7986 -4.0480 -6.8281
H28 -6.1233 4.9853 0.6924
H29 2.9290 -0.1416 -6.5551
H30 1.1721 -5.6130 -1.6873
H31 2.3273 -0.0171 -2.0069
H32 -5.4670 2.9671 6.0163
H33 -1.0794 -1.0878 0.9500
H34 2.9259 4.4366 -0.6550
H35 3.0257 5.5902 1.4953
H36 2.5056 2.0153 -0.7702
H37 -1.6910 3.1498 6.4946
H38 -1.8920 4.2568 0.5718
H39 -1.3465 -2.5633 2.5833
H40 -1.2607 -2.9880 5.0325
H41 2.0468 -0.0941 2.3080
H42 -0.3191 -1.3194 6.5183
H43 2.5687 -1.5723 -10.8604
H44 -4.3791 -0.4271 0.2607
H45 2.3657 0.1264 -10.3700
H46 3.9552 -0.6800 -10.1868
H47 2.2367 3.8634 4.7549
H48 1.0630 -2.7432 -1.8241
H49 2.8424 -6.6209 1.6382
H50 0.8792 -5.2216 -5.4425
H51 3.7857 4.4927 4.2882
H52 -4.4518 1.5613 2.6509
H53 4.1480 0.1120 -7.8307


Entry 2:
Computed, not measured: a structure of composition C35H53Cl2N4O4PdSi in a non-equilibrium geometry, with ωB97M-V/def2-TZVPD.

Lowest unoccupied orbital energy (alpha / beta)   2.32 / 2.31 eV
Maximum force   0.05851 Eh/bohr
E   -87711.6038 eV
HOMO level (alpha / beta)   -0.11989 / -0.11594 hartree
Orbital gap (alpha / beta)   5.578 / 5.470 eV
⟨S²⟩   2.0057
Spin multiplicity   3
Net charge   -1

Positions of all 100 atoms, in Å:
Pd1 -1.0721 0.9126 1.7790
Cl1 -1.5984 -0.0543 -0.2786
Cl2 -2.6146 2.7013 1.4373
Si1 2.5206 -0.2403 -2.3073
O1 0.4269 2.3357 1.0319
O2 0.6258 -0.4213 2.0759
O3 1.6593 -0.2229 -3.7354
O4 -0.5558 1.7277 3.7480
N1 -1.3424 2.1854 5.8299
N2 1.6677 -2.3792 1.6468
N3 -2.5110 -0.2736 2.8438
N4 -0.1494 4.3333 0.0529
C1 -0.0462 3.5038 1.0951
C2 2.9468 -1.9161 2.1751
C3 -1.7590 -3.0659 5.8871
C4 3.3946 -4.0197 -6.1513
C5 1.6220 -3.6916 1.0197
C6 -1.0062 -1.1852 4.5719
C7 2.5142 -1.9368 -5.2763
C8 -3.0620 -2.3304 3.9911
C9 4.8268 -2.0680 -5.9876
C10 1.3334 -1.0897 -4.8274
C11 -2.1763 -1.2397 3.7702
C12 -2.8782 -3.2032 5.0549
C13 -0.0581 1.9082 6.4581
C14 1.3778 0.6049 -1.1455
C15 -6.5584 0.7067 2.2387
C16 -4.4349 -0.0126 1.3544
C17 0.3920 3.9707 -1.2471
C18 -0.8215 -2.0570 5.6370
C19 -4.7073 0.2990 3.7371
C20 4.6287 -3.3987 -6.3669
C21 -3.8556 -0.0045 2.6419
C22 3.7591 -1.3324 -5.4640
C23 -1.1128 5.4266 0.0955
C24 1.0241 0.9387 -8.1502
C25 2.8263 -2.0193 -1.8457
C26 0.7768 -0.1756 -5.9147
C27 2.3326 -3.2967 -5.5878
C28 0.6030 -1.5822 1.5765
C29 4.0730 0.7664 -2.4919
C30 -1.4959 2.1078 4.5057
C31 1.4234 -0.0209 -7.0810
C32 -6.0431 0.6253 3.5382
C33 -5.7336 0.4208 1.1437
C34 -0.4592 0.5783 -5.5348
C35 -2.4940 2.3345 6.7163
H1 3.2491 -5.0729 -6.4254
H2 -3.8134 -0.3103 0.5136
H3 3.4383 -2.1166 -0.9368
H4 2.7848 -1.2053 2.9913
H5 5.7969 -1.5828 -6.0926
H6 0.6820 -0.1717 -0.7900
H7 0.0116 0.8477 6.7483
H8 -2.4858 2.3799 4.1150
H9 -0.2083 3.2005 -1.7491
H10 -0.5075 1.5273 -6.0808
H11 3.3434 -2.5430 -2.6634
H12 1.4196 3.6058 -1.1343
H13 0.7751 1.9387 -7.7625
H14 -0.7301 6.2209 -0.5530
H15 -0.2721 -1.9945 1.0469
H16 4.7627 0.2896 -3.1988
H17 -3.4092 2.4265 6.1183
H18 -1.2081 5.7900 1.1291
H19 0.5732 -3.9894 0.9427
H20 5.4456 -3.9501 -6.8330
H21 3.4884 -2.7930 2.5436
H22 -2.3793 3.2332 7.3339
H23 -3.9101 -2.4455 3.3123
H24 -2.1107 5.1107 -0.2598
H25 3.8488 1.7818 -2.8520
H26 0.7495 2.1630 5.7691
H27 -0.4349 0.7938 -4.4597
H28 1.8528 1.0724 -0.2729
H29 2.1771 -4.4046 1.6343
H30 -6.6779 0.8328 4.4040
H31 1.8576 -2.5176 -1.6925
H32 0.5088 -1.7442 -4.5000
H33 -3.6141 -3.9917 5.2209
H34 -0.3925 3.9350 2.0492
H35 -2.5856 1.4618 7.3833
H36 -7.5951 1.0016 2.0706
H37 2.0553 -3.6643 0.0111
H38 0.1667 0.5781 -8.7434
H39 4.5641 0.8289 -1.5092
H40 0.0709 -1.9565 6.2627
H41 0.0146 2.5205 7.3625
H42 -1.6120 -3.7548 6.7168
H43 -6.0939 0.5288 0.1197
H44 1.8772 1.0672 -8.8283
H45 3.8757 -0.2765 -5.2068
H46 3.5620 -1.4433 1.3926
H47 1.3594 -3.7583 -5.3892
H48 2.2895 -0.6469 -7.3182
H49 0.7572 1.3477 -1.6645
H50 -0.2589 -0.4339 4.3517
H51 0.3780 4.8731 -1.8621
H52 -1.3691 -0.0008 -5.7655
H53 -4.2758 0.2618 4.7403


Entry 3:
Computed, not measured: a structure of composition C35H53F6N2Sn in a non-equilibrium geometry, with ωB97M-V/def2-TZVPD.

Lowest unoccupied orbital energy   2.03 eV
Maximum force   0.06131 Eh/bohr
E   -62270.3566 eV
ΔE to the lowest compared entry with this formula, charge and spin   0.0 kcal per mole
HOMO level   -0.05848 hartree
Orbital gap   3.623 eV
Net charge   -1

Positions of all 97 atoms, in Å:
Sn1 -0.5087 -2.3963 3.5725
F1 7.2196 4.3281 -0.5003
F2 -3.4092 1.7260 -9.5211
F3 -1.6648 0.4222 -9.1056
F4 6.8629 4.6997 -2.6539
F5 -1.9446 2.2874 -7.9519
F6 5.4750 3.4281 -1.5121
N1 -2.4008 -0.1391 -6.5621
N2 4.4619 5.9348 -2.2172
C1 1.0053 3.5586 -2.3074
C2 1.5821 3.9946 -1.0706
C3 -2.1286 -1.5446 -6.7604
C4 -1.9100 -1.6285 5.0324
C5 3.8905 -1.8142 4.4113
C6 6.2576 4.5622 -1.4290
C7 -2.6766 1.0438 -4.4313
C8 -4.5954 -0.2652 5.8318
C9 0.0881 1.5715 -4.4730
C10 -2.0881 1.6899 -3.3642
C11 -3.2811 -2.3060 5.0102
C12 -2.8279 -7.1472 2.4003
C13 2.6853 4.9044 -3.4974
C14 2.6805 4.8165 -1.0438
C15 -0.1287 2.7115 -2.2666
C16 1.4425 -1.5039 3.8476
C17 5.0072 -2.7838 4.7623
C18 5.3903 5.7378 -1.1111
C19 -1.1905 -1.9422 1.5315
C20 4.8454 6.8983 -3.2175
C21 -0.2784 -4.5399 3.8503
C22 -2.7051 0.1262 1.6655
C23 -1.3876 -0.4874 1.2575
C24 -0.6952 2.0155 -3.3668
C25 -1.8636 0.5560 -5.4921
C26 -1.5194 -6.3877 2.5854
C27 -2.6216 1.2307 -8.5276
C28 -1.5848 -5.3378 3.7019
C29 -0.4359 0.2712 0.6555
C30 3.2864 5.2546 -2.2562
C31 -3.3678 0.4825 -7.4588
C32 -4.2862 -1.7444 6.0302
C33 1.5717 4.0884 -3.5172
C34 2.5446 -2.5120 4.1902
C35 -0.4785 0.8502 -5.5033
H1 -0.7130 -7.0957 2.8110
H2 2.2772 -3.0737 5.1009
H3 1.6452 -0.9675 2.9111
H4 4.1458 -1.2550 3.5056
H5 3.1621 5.2563 -4.4156
H6 1.1084 3.8445 -4.4732
H7 6.0072 6.6379 -1.0066
H8 2.6502 -3.2534 3.3812
H9 -2.1259 -2.5190 1.5154
H10 -3.4487 -0.6393 1.9298
H11 0.4874 -4.8244 3.1150
H12 -3.1353 0.7256 0.8451
H13 1.2990 -0.7697 4.6516
H14 4.8573 5.4896 -0.1874
H15 -3.7545 0.8595 -4.4824
H16 -2.4453 -4.6674 3.5204
H17 -1.9642 -0.5487 4.8411
H18 -2.6988 1.9929 -2.5128
H19 -2.7038 -7.8830 1.6031
H20 -1.7907 -5.8468 4.6585
H21 4.7984 -3.3139 5.6947
H22 -3.1617 -3.3797 5.2215
H23 -0.6078 1.3343 0.5012
H24 0.0798 0.5349 -6.3870
H25 3.7712 -1.0724 5.2078
H26 5.1583 -3.5253 3.9739
H27 -0.4111 -2.4255 0.9263
H28 3.0843 5.1579 -0.0916
H29 5.4943 6.4483 -3.9926
H30 1.1495 1.7846 -4.4914
H31 -4.9715 -0.0650 4.8220
H32 -1.2383 -5.8964 1.6462
H33 -3.7269 -2.2318 4.0034
H34 -3.0593 -2.0587 -7.0414
H35 1.1506 3.6491 -0.1285
H36 -5.3690 0.0408 6.5397
H37 -5.2082 -2.3303 5.9396
H38 -1.3998 -1.7834 5.9937
H39 -3.8975 -1.9103 7.0422
H40 5.9351 -2.2252 4.8885
H41 0.1424 -4.6464 4.8593
H42 5.4103 7.7076 -2.7314
H43 -3.1112 -7.6754 3.3158
H44 -2.5923 0.8108 2.5262
H45 -1.3849 -1.7135 -7.5581
H46 -0.6573 2.6650 -1.3116
H47 -3.9540 -0.3099 -7.9330
H48 0.5152 -0.1655 0.3419
H49 -1.7305 -1.9763 -5.8294
H50 3.9519 7.3120 -3.7095
H51 -3.7135 0.3597 6.0024
H52 -3.9779 1.2018 -6.8942
H53 -3.6461 -6.4750 2.1236